# 1
DFT (ωB97M-V/def2-TZVPD) results for C14H36O16P2S5Tl2 as an isolated structure in a non-equilibrium geometry.

Gap between HOMO and LUMO (alpha / beta), eV: 6.35 / 5.59
2S+1: 2
Net charge: -1
<S²>: 1.80
E_LUMO (alpha / beta), eV: 0.75 / -0.08

Last column: Löwdin spin population.
Element x y z (Å)
1 Tl -0.0412 -2.8643 0.0852  0.0045
2 Tl -3.7103 -0.0204 -0.9506  0.0117
3 P -3.0131 -3.5692 -1.6937  -0.0610
4 O -2.9786 -2.8029 -0.2618  0.6990
5 O -1.4444 -3.9526 -1.9411  0.3726
6 O -3.4177 -2.3650 -2.5818  0.6070
7 O -4.1447 -4.5879 -1.9574  0.3882
8 P -0.8118 0.1916 0.3598  0.0257
9 O -1.5644 1.5894 0.0584  -0.0954
10 O 0.6798 0.1369 0.8741  -0.0502
11 O -0.8065 -0.4583 -1.0189  -0.4701
12 O -1.7772 -0.7951 1.1084  -0.4324
13 C 1.5154 3.1685 -2.9510  0.0000
14 C 2.6402 2.5474 -2.1401  0.0000
15 C 2.3648 1.2312 -1.4171  -0.0001
16 O 3.4167 0.3896 -1.8090  -0.0001
17 C 4.4091 1.0878 -2.3382  0.0000
18 O 5.5242 0.6260 -2.5152  0.0000
19 O 3.8872 2.2481 -2.7608  0.0000
20 H 0.4985 3.1019 -2.5644  0.0001
21 H 1.6473 2.6783 -3.9156  0.0000
22 H 1.6876 4.1881 -3.2958  0.0000
23 H 2.7473 3.0337 -1.1704  0.0000
24 H 1.4238 0.7589 -1.6991  -0.0002
25 H 2.4598 1.3202 -0.3349  -0.0001
26 C -1.8990 4.2373 -1.5831  0.0003
27 S -3.6053 3.7872 -2.1897  0.0003
28 O -3.7163 2.3728 -2.6461  0.0017
29 C -4.4017 4.0330 -0.5391  0.0001
30 H -1.3097 3.3763 -1.8985  0.0002
31 H -1.7115 4.3507 -0.5153  0.0001
32 H -1.4322 5.0534 -2.1345  0.0000
33 H -3.8687 3.4356 0.2006  0.0000
34 H -5.4277 3.7037 -0.7031  0.0000
35 H -4.1689 5.0690 -0.2928  0.0000
36 C -0.3796 -3.1258 5.0749  0.0000
37 S 1.0222 -2.5024 4.0967  0.0001
38 O 1.0373 -3.1709 2.7869  0.0005
39 C 0.1175 -0.7904 3.8373  -0.0021
40 H -1.3016 -3.1299 4.4935  0.0000
41 H -0.6323 -2.6349 6.0148  0.0000
42 H -0.2885 -4.1434 5.4546  0.0000
43 H 0.7886 -0.1111 3.3117  0.0000
44 H -0.1465 -0.3815 4.8126  0.0000
45 H -0.7497 -0.7968 3.1770  -0.0010
46 C -3.4687 2.7637 3.1045  0.0004
47 S -5.0678 1.8666 2.9235  0.0001
48 O -5.0066 1.2941 1.5217  0.0004
49 C -4.5827 0.4499 4.0405  -0.0001
50 H -2.8257 2.5949 2.2407  0.0004
51 H -2.9546 2.4859 4.0247  0.0000
52 H -3.6775 3.8296 3.0129  0.0000
53 H -3.6191 0.0202 3.7668  -0.0002
54 H -5.3453 -0.3152 3.8948  0.0000
55 H -4.6172 0.7293 5.0935  0.0000
56 C 4.1473 -0.4938 1.8659  0.0001
57 S 4.1092 -2.3120 1.4780  0.0001
58 O 3.1425 -2.5825 0.3013  0.0005
59 C 5.8738 -2.5855 0.8894  0.0000
60 H 4.3554 -0.3254 2.9226  0.0000
61 H 3.1209 -0.2873 1.5625  0.0002
62 H 4.9196 0.0700 1.3427  0.0000
63 H 5.9568 -1.7161 0.2372  0.0000
64 H 5.8028 -3.4860 0.2793  0.0000
65 H 6.5824 -2.7431 1.7025  0.0000
66 C 0.4556 -1.2709 -3.8638  -0.0011
67 S 2.0554 -2.1112 -3.3911  0.0000
68 O 2.0063 -2.9016 -2.1004  0.0009
69 C 2.2026 -3.5502 -4.5871  -0.0001
70 H 0.6803 -0.9843 -4.8911  0.0000
71 H 0.4546 -0.4454 -3.1520  -0.0008
72 H -0.3897 -1.9326 -3.6751  -0.0003
73 H 2.1127 -3.1899 -5.6119  0.0000
74 H 1.3714 -4.1998 -4.3127  0.0000
75 H 3.0875 -4.1855 -4.5473  0.0000

***

# 2
DFT (ωB97M-V/def2-TZVPD) results for a 5-piece molecular cluster, C14H37N2O9P3Si overall in a non-equilibrium geometry.

Gap between HOMO and LUMO, eV: 8.08
2S+1: 1
Structure (SMILES): N=[PH2][Si@@](CCN)(P(O)O)P(=O)(O)O.CC(C)=O.CC(C)=O.CC(C)=O.CC(C)=O
E_LUMO, eV: 0.25

Last column: Löwdin charge in e.
Element x y z (Å)
1 N -1.1220 -3.8274 -2.5466  -0.3530
2 P -0.1960 -5.0861 -2.2929  0.5418
3 Si 1.8280 -4.5773 -1.4354  0.3668
4 C 2.7700 -3.3330 -2.4781  -0.3398
5 C 2.0336 -2.0207 -2.7096  -0.3667
6 N 2.8946 -1.0427 -3.3745  0.0029
7 P 1.4258 -3.8458 0.6492  0.6806
8 O 2.2435 -2.4497 0.8572  -0.3168
9 O 2.0556 -4.9254 1.7374  -0.3500
10 P 2.9590 -6.5174 -1.4592  0.2635
11 O 2.1377 -7.5785 -0.8880  -0.3382
12 O 3.3463 -6.8745 -2.9621  -0.1717
13 O 4.3532 -6.3980 -0.6589  -0.1657
14 H -0.6557 -2.9704 -2.2792  -0.0825
15 H 0.0666 -5.8441 -3.4525  -0.0308
16 H -0.7715 -5.9766 -1.3650  -0.0301
17 H 3.0739 -3.7391 -3.4344  0.0718
18 H 3.6896 -3.0968 -1.9542  0.0733
19 H 1.1707 -2.2346 -3.3313  0.0879
20 H 1.6710 -1.6283 -1.7720  0.0942
21 H 2.4343 -0.1411 -3.3059  0.0436
22 H 2.9098 -1.2644 -4.3616  0.0636
23 H 2.9206 -2.5222 1.5494  0.0665
24 H 1.5135 -5.7303 1.6558  0.0542
25 H 3.8951 -7.6785 -2.9653  0.0904
26 H 4.2786 -5.6576 -0.0343  0.0602
27 C -1.1690 0.4964 1.3369  -0.0180
28 C -1.7296 -0.6087 0.4775  -0.5018
29 O -1.2516 -1.7178 0.4727  0.0267
30 C -2.9212 -0.2679 -0.3845  -0.0198
31 H -0.3191 0.1176 1.9002  0.0805
32 H -0.8390 1.3270 0.7104  0.0885
33 H -1.9262 0.8508 2.0348  0.0579
34 H -2.6622 0.5331 -1.0788  0.0837
35 H -3.7540 0.0590 0.2405  0.0830
36 H -3.2200 -1.1476 -0.9497  0.0803
37 C 0.0204 4.0104 -4.7483  -0.0231
38 C 0.8200 2.7587 -4.4852  -0.5049
39 O 0.7328 2.1571 -3.4413  0.0650
40 C 1.7390 2.2837 -5.5833  -0.0187
41 H -0.5943 4.2369 -3.8814  0.0812
42 H 0.6911 4.8493 -4.9396  0.0854
43 H -0.6250 3.8663 -5.6158  0.0859
44 H 2.4866 3.0450 -5.8096  0.0876
45 H 1.1684 2.0617 -6.4861  0.0878
46 H 2.2449 1.3803 -5.2530  0.0631
47 C -3.6834 1.1595 5.5629  -0.0161
48 C -2.3778 1.7408 5.0815  -0.4873
49 O -2.2459 2.1506 3.9523  0.0387
50 C -1.2415 1.7889 6.0731  -0.0173
51 H -4.4112 1.1849 4.7564  0.0832
52 H -3.5377 0.1260 5.8803  0.0872
53 H -4.0637 1.7397 6.4049  0.0865
54 H -0.9979 0.7808 6.4108  0.0866
55 H -1.5229 2.3942 6.9362  0.0861
56 H -0.3654 2.2266 5.6012  0.0819
57 C -1.7452 4.8617 2.9083  -0.0310
58 C -2.2652 6.2757 2.8345  -0.5034
59 O -3.2810 6.5509 2.2430  0.0695
60 C -1.4554 7.3403 3.5395  -0.0282
61 H -2.4120 4.1985 2.3686  0.0760
62 H -0.7506 4.8079 2.4615  0.0908
63 H -1.6901 4.5375 3.9443  0.0682
64 H -0.4490 7.3831 3.1204  0.0822
65 H -1.3869 7.1147 4.6049  0.0816
66 H -1.9356 8.3068 3.4111  0.0783